1.
C4H8O2 as an isolated structure in a non-equilibrium geometry. Source: the OMol25 dataset; level of theory: ωB97M-V with the def2-TZVPD basis set.

- charge = 0
- electronic energy (eV) = -8366.8599
- energy above the lowest of the compared OMol25 structures with the same formula, charge and spin (kcal per mole) = 148.1
- LUMO level (eV) = 0.606
- max |F| (eV Å⁻¹) = 15.322

```
14
C4H8O2, DFT ωB97M-V with the def2-TZVPD basis set
C -2.338 -0.194 -0.017
C -1.091 0.603 0.025
C 1.293 0.346 0.022
C 2.362 -0.672 -0.084
H -3.243 0.834 -0.074
H -2.256 -1.167 -0.783
H -2.078 -0.751 1.141
H -0.863 1.303 0.501
H -1.082 1.251 -0.975
H 2.157 -1.347 1.228
H 3.269 -0.041 0.121
H 2.320 -1.483 -1.036
O 0.119 -0.272 -0.063
O 1.430 1.591 -0.007
```


2.
One molecule with the formula C4H8O2 in a non-equilibrium geometry. Source: the OMol25 dataset; level of theory: ωB97M-V with the def2-TZVPD basis set.

- charge = 0
- structure (SMILES) = CC[C@]1(O)CO1
- electronic energy (eV) = -8370.5814
- energy above the lowest of the compared OMol25 structures with the same formula, charge and spin (kcal per mole) = 62.3
- LUMO level (eV) = 1.002
- max |F| (eV Å⁻¹) = 1.202

```
14
C4H8O2, DFT ωB97M-V with the def2-TZVPD basis set
O 1.509 -0.349 0.340
C 1.489 0.492 -0.786
C 0.319 0.643 0.046
O 0.277 1.417 1.165
C -1.095 -1.168 0.390
C -1.044 0.143 -0.389
H -0.056 -1.483 0.503
H 1.312 -0.069 -1.703
H 2.218 1.286 -0.834
H 1.112 1.132 1.573
H -1.476 -0.964 1.392
H -1.641 -1.957 -0.112
H -1.102 0.019 -1.480
H -1.861 0.836 -0.117
```


3.
One molecule with the formula C4H8O2. Source: the OMol25 dataset; level of theory: ωB97M-V with the def2-TZVPD basis set.

- charge = 0
- structure (SMILES) = OCC1COC1
- electronic energy (eV) = -8371.1222
- energy above the lowest of the compared OMol25 structures with the same formula, charge and spin (kcal per mole) = 49.8
- LUMO level (eV) = 0.866
- max |F| (eV Å⁻¹) = 0.493

```
14
C4H8O2, DFT ωB97M-V with the def2-TZVPD basis set
O -1.223 -0.135 1.930
C -1.188 0.034 0.524
C 0.264 0.297 0.165
C 1.151 -0.910 -0.186
O 1.371 -0.428 -1.521
C 0.632 0.770 -1.251
H -2.132 -0.308 2.199
H -1.815 0.884 0.211
H -1.569 -0.863 0.010
H 0.675 0.941 0.946
H 2.088 -0.985 0.379
H 0.646 -1.885 -0.182
H 1.281 1.657 -1.250
H -0.180 0.931 -1.972
```


4.
One molecule with the formula C4H8O2. Source: the OMol25 dataset; level of theory: ωB97M-V with the def2-TZVPD basis set.

- charge = 0
- structure (SMILES) = COCC(C)=O
- electronic energy (eV) = -8371.8858
- energy above the lowest of the compared OMol25 structures with the same formula, charge and spin (kcal per mole) = 32.2
- LUMO level (eV) = 0.874
- max |F| (eV Å⁻¹) = 0.443

```
14
C4H8O2, DFT ωB97M-V with the def2-TZVPD basis set
C -1.798 0.428 -0.375
O -1.039 0.165 0.786
C -0.193 -0.950 0.679
C 1.108 -0.658 -0.068
O 1.704 -1.555 -0.624
C 1.620 0.765 -0.032
H -2.790 -0.039 -0.313
H -1.921 1.511 -0.456
H -1.302 0.062 -1.284
H 0.081 -1.235 1.703
H -0.676 -1.819 0.210
H 2.688 0.759 -0.256
H 1.427 1.241 0.934
H 1.110 1.367 -0.795
```


5.
C4H8O2 as an isolated structure in a non-equilibrium geometry. Source: the OMol25 dataset; level of theory: ωB97M-V with the def2-TZVPD basis set.

- charge = 0
- electronic energy (eV) = -8370.6627
- energy above the lowest of the compared OMol25 structures with the same formula, charge and spin (kcal per mole) = 60.4
- LUMO level (eV) = 0.839
- max |F| (eV Å⁻¹) = 1.010

```
14
C4H8O2, DFT ωB97M-V with the def2-TZVPD basis set
O -1.618 -0.134 -1.117
C -1.402 -0.482 0.241
C 0.091 -0.787 0.471
C 0.940 -0.098 -0.683
C 1.230 0.906 0.424
O 0.770 0.023 1.449
H -1.564 0.821 -1.215
H -1.746 0.303 0.929
H -2.024 -1.368 0.401
H 0.232 -1.842 0.787
H 1.744 -0.753 -1.007
H 0.544 0.378 -1.595
H 0.547 1.770 0.371
H 2.255 1.263 0.543
```


6.
One molecule with the formula C4H8O2. Source: the OMol25 dataset; level of theory: ωB97M-V with the def2-TZVPD basis set.

- charge = 0
- structure (SMILES) = CO/C(C)=C/O
- electronic energy (eV) = -8370.9474
- energy above the lowest of the compared OMol25 structures with the same formula, charge and spin (kcal per mole) = 53.8
- LUMO level (eV) = 0.820
- max |F| (eV Å⁻¹) = 0.433

```
14
C4H8O2, DFT ωB97M-V with the def2-TZVPD basis set
C 1.191 -1.006 -1.335
C 0.563 0.438 0.886
O 0.462 1.596 1.627
C -0.420 -0.071 0.143
O -0.119 -1.059 -0.764
C -1.873 0.272 0.343
H 1.372 -1.988 -1.768
H 2.006 -0.808 -0.633
H 1.244 -0.224 -2.105
H 1.498 -0.100 0.982
H 0.437 2.305 0.972
H -2.433 -0.636 0.600
H -2.383 0.741 -0.506
H -1.935 0.945 1.204
```


7.
A 2-piece molecular cluster, C4H8O2 overall. Source: the OMol25 dataset; level of theory: ωB97M-V with the def2-TZVPD basis set.

- charge = 0
- structure (SMILES) = C=CCO.C=O
- electronic energy (eV) = -8370.7511
- energy above the lowest of the compared OMol25 structures with the same formula, charge and spin (kcal per mole) = 58.4
- LUMO level (eV) = 0.953
- max |F| (eV Å⁻¹) = 0.548

```
14
C4H8O2, DFT ωB97M-V with the def2-TZVPD basis set
C 0.842 2.008 -0.287
C -0.272 1.374 -0.636
C -0.335 -0.075 -1.033
O 0.801 -0.819 -0.624
C -0.422 -2.055 1.558
O -1.299 -1.256 1.775
H 0.830 3.047 0.028
H 1.117 -0.406 0.192
H 1.815 1.521 -0.317
H -1.225 1.900 -0.616
H -1.254 -0.517 -0.620
H -0.387 -0.169 -2.125
H -0.547 -2.901 0.859
H 0.563 -1.996 2.063
```


8.
A 2-piece molecular cluster, C4H8O2 overall. Source: the OMol25 dataset; level of theory: ωB97M-V with the def2-TZVPD basis set.

- charge = 0
- structure (SMILES) = OC1C=C1.CO
- electronic energy (eV) = -8368.4121
- energy above the lowest of the compared OMol25 structures with the same formula, charge and spin (kcal per mole) = 112.3
- LUMO level (eV) = 0.973
- max |F| (eV Å⁻¹) = 0.936

```
14
C4H8O2, DFT ωB97M-V with the def2-TZVPD basis set
C -2.083 -0.151 -0.538
O -1.057 -0.599 0.319
C 0.739 -0.059 -0.664
C 1.109 1.017 0.001
C 1.756 -0.254 0.378
O 1.508 -0.945 1.581
H -2.132 -0.831 -1.396
H -1.902 0.867 -0.915
H -3.023 -0.186 0.012
H 0.393 -0.478 -1.594
H -0.696 0.174 0.789
H 1.312 2.057 -0.159
H 2.751 -0.477 0.001
H 1.369 -0.298 2.283
```


Repeat the fourth record exactly.
One molecule with the formula C4H8O2. Source: the OMol25 dataset; level of theory: ωB97M-V with the def2-TZVPD basis set.

- charge = 0
- structure (SMILES) = COCC(C)=O
- electronic energy (eV) = -8371.8858
- energy above the lowest of the compared OMol25 structures with the same formula, charge and spin (kcal per mole) = 32.2
- LUMO level (eV) = 0.874
- max |F| (eV Å⁻¹) = 0.443

```
14
C4H8O2, DFT ωB97M-V with the def2-TZVPD basis set
C -1.798 0.428 -0.375
O -1.039 0.165 0.786
C -0.193 -0.950 0.679
C 1.108 -0.658 -0.068
O 1.704 -1.555 -0.624
C 1.620 0.765 -0.032
H -2.790 -0.039 -0.313
H -1.921 1.511 -0.456
H -1.302 0.062 -1.284
H 0.081 -1.235 1.703
H -0.676 -1.819 0.210
H 2.688 0.759 -0.256
H 1.427 1.241 0.934
H 1.110 1.367 -0.795
```


Question: What is the formula in the first record?
Answer: C4H8O2